13
Properties=species:S:1:pos:R:3 method="wB97M-V/def2-TZVPD" spin_multiplicity=1 e_lumo_ha=0.032 relative_energy_kcal_mol=48.6 gap_ev=9.0 e_homo_ev=-8.1
C -1.17 0.58 1.24
C -0.10 0.00 0.37
C 0.06 0.35 -1.08
N 1.13 -0.55 -1.47
C 1.66 -1.31 -0.51
C 0.84 -0.92 0.67
H -0.95 0.42 2.30
H -1.30 1.65 1.07
H -2.13 0.10 1.03
H -0.85 0.20 -1.67
H 1.46 -0.58 -2.42
H 0.37 1.40 -1.20
H 0.99 -1.35 1.66


118
Properties=species:S:1:pos:R:3 method="wB97M-V/def2-TZVPD" total_charge=+1 spin_multiplicity=2 e_lumo_ha="-0.129 / -0.128" s_squared=0.758 gap_ev="6.3 / 6.5" e_homo_ev="-9.8 / -10.0"
Ir 0.04 -0.29 0.11
C 1.80 2.51 3.70
C 2.17 1.45 2.66
C 3.07 0.37 3.27
C 2.81 2.11 1.45
C 4.14 2.53 1.49
C 4.73 3.13 0.39
C 3.99 3.35 -0.76
C 2.65 2.98 -0.84
C 1.89 3.24 -2.16
C 2.22 2.19 -3.24
C 2.18 4.64 -2.70
C 2.08 2.36 0.28
N 0.73 1.87 0.22
C -0.18 2.72 0.12
C -1.58 2.26 -0.13
N -1.81 1.05 -0.27
C -3.17 0.58 -0.23
C -3.93 0.74 0.94
C -5.21 0.19 0.95
C -5.72 -0.47 -0.15
C -4.97 -0.58 -1.30
C -3.68 -0.06 -1.36
C -2.88 -0.12 -2.66
C -2.05 -1.41 -2.73
C -3.76 0.00 -3.90
C -3.42 1.43 2.21
C -2.79 0.43 3.19
C -4.52 2.23 2.91
C -2.43 3.46 -0.22
C -3.76 3.69 -0.43
C -4.23 5.03 -0.40
C -3.40 6.09 -0.17
C -2.01 5.89 0.05
C -1.03 6.88 0.31
C 0.28 6.52 0.54
C 0.71 5.17 0.52
C -0.21 4.19 0.24
C -1.57 4.57 0.02
H 1.33 2.05 4.57
H 1.10 3.25 3.28
H 2.69 3.05 4.03
H 1.25 0.97 2.33
H 3.99 0.80 3.67
H 3.33 -0.40 2.54
H 2.54 -0.12 4.09
H 4.72 2.38 2.39
H 5.76 3.45 0.44
H 4.46 3.81 -1.61
H 0.82 3.18 -1.98
H 3.29 2.00 -3.29
H 1.89 2.54 -4.22
H 1.69 1.25 -3.05
H 3.20 4.72 -3.09
H 2.04 5.40 -1.93
H 1.50 4.87 -3.53
H -5.82 0.28 1.84
H -6.72 -0.90 -0.11
H -5.39 -1.07 -2.17
H -2.19 0.73 -2.66
H -2.69 -2.29 -2.57
H -1.28 -1.42 -1.97
H -1.58 -1.51 -3.71
H -4.36 -0.90 -4.06
H -3.14 0.14 -4.79
H -4.44 0.86 -3.83
H -2.64 2.14 1.94
H -3.49 -0.38 3.41
H -2.52 0.93 4.12
H -1.89 -0.02 2.76
H -5.24 1.57 3.40
H -5.06 2.88 2.21
H -4.08 2.86 3.69
H -4.46 2.88 -0.62
H -5.29 5.21 -0.56
H -3.80 7.10 -0.15
H -1.31 7.92 0.34
H 1.01 7.29 0.75
H 1.75 4.94 0.73
N 2.42 -0.24 -0.70
C 3.18 -1.44 -0.87
C 4.46 -1.41 -1.41
C 5.16 -2.60 -1.58
C 4.58 -3.81 -1.22
C 3.30 -3.82 -0.68
C 2.61 -2.63 -0.48
P 0.95 -2.51 0.24
C 0.07 -3.82 -0.64
C -0.77 -4.71 0.02
C -1.47 -5.66 -0.71
C -1.34 -5.72 -2.09
C -0.51 -4.82 -2.76
C 0.19 -3.87 -2.03
C 1.12 -3.07 1.96
C 0.67 -2.25 3.00
C 0.80 -2.66 4.32
C 1.39 -3.88 4.62
C 1.82 -4.71 3.59
C 1.68 -4.31 2.27
H 2.55 0.37 -1.49
H 2.77 0.27 0.10
H 4.91 -0.47 -1.70
H 6.16 -2.58 -2.00
H 5.11 -4.74 -1.36
H 2.83 -4.77 -0.44
H -0.88 -4.67 1.09
H -2.13 -6.35 -0.20
H -1.89 -6.46 -2.66
H -0.41 -4.87 -3.83
H 0.84 -3.17 -2.55
H 0.22 -1.30 2.76
H 0.44 -2.02 5.12
H 1.51 -4.19 5.65
H 2.26 -5.68 3.81
H 2.00 -4.98 1.48
S -3.48 -3.23 1.14
C -2.28 -2.18 0.96
N -1.39 -1.42 0.84


| no. | maximum force (Eh/bohr) | DFT total energy (Ha) |
| --- | --- | --- |
| 1 | 0.0114 | -249.39582 |
| 2 | 0.0472 | -3192.19644 |